1.
# C33H51N9O18

C33H51N9O18 as an isolated structure in a non-equilibrium geometry (ωB97M-V/def2-TZVPD, the OMol25 dataset).

Geometry (Å):
C: -2.478 -1.041 -3.481
N: -2.444 -0.567 -2.081
O: -1.591 0.268 -1.780
O: -3.231 -1.039 -1.329
H: -3.231 -1.793 -3.718
H: -1.500 -1.483 -3.675
H: -2.686 -0.204 -4.148
C: -2.435 0.581 0.253
N: -2.719 0.665 1.714
O: -3.662 1.342 2.090
O: -1.881 0.200 2.491
H: -1.452 0.121 0.152
H: -2.503 1.533 -0.272
H: -3.177 -0.091 -0.179
C: -1.258 -4.718 -1.396
N: -1.440 -3.999 -2.661
O: -2.556 -3.514 -2.911
O: -0.446 -3.753 -3.314
H: -2.088 -5.408 -1.246
H: -1.120 -3.982 -0.604
H: -0.291 -5.184 -1.584
C: 2.036 -0.482 -4.154
N: 0.839 -1.166 -4.562
O: -0.280 -0.658 -4.347
O: 0.955 -2.256 -5.145
H: 1.740 0.546 -4.362
H: 2.907 -0.852 -4.696
H: 2.208 -0.679 -3.096
C: -3.191 -2.183 3.609
N: -2.000 -1.343 3.706
O: -1.018 -1.698 3.071
O: -2.137 -0.337 4.389
H: -2.915 -3.112 3.110
H: -4.016 -1.592 3.212
H: -3.320 -2.495 4.645
C: -0.051 3.334 -4.396
N: 0.702 2.019 -4.397
O: 1.602 1.928 -5.160
O: 0.437 1.187 -3.523
H: 0.527 4.038 -3.797
H: -1.005 3.248 -3.874
H: -0.342 3.686 -5.386
C: 1.043 -1.877 3.572
N: 1.455 -2.770 2.422
O: 2.627 -2.764 2.053
O: 0.671 -3.541 1.973
H: 1.947 -1.451 4.008
H: 0.568 -2.495 4.334
H: 0.403 -1.075 3.206
C: -1.581 3.521 2.112
N: -0.456 3.052 1.246
O: 0.444 3.824 0.972
O: -0.468 1.866 0.930
H: -1.364 4.526 2.475
H: -1.615 2.795 2.924
H: -2.530 3.452 1.582
C: 2.998 -1.189 -0.206
N: 3.166 0.081 0.557
O: 3.425 1.140 -0.043
O: 3.313 0.000 1.753
H: 3.919 -1.548 -0.666
H: 2.323 -0.942 -1.026
H: 2.555 -2.031 0.325
C: 2.373 4.473 -0.273
C: 1.682 3.326 -0.736
C: 1.911 2.968 -2.032
C: 2.546 3.837 -2.933
C: 3.213 4.958 -2.487
C: 3.149 5.271 -1.156
H: 2.465 4.618 0.793
H: 1.200 2.726 0.022
H: 1.476 2.048 -2.396
H: 2.648 3.488 -3.950
H: 3.858 5.632 -3.031
H: 3.764 6.120 -0.898
C: -3.662 -4.200 -0.329
C: -3.382 -2.877 -0.467
C: -2.460 -2.218 0.418
C: -1.719 -2.912 1.314
C: -1.972 -4.265 1.423
C: -2.965 -4.894 0.641
H: -4.337 -4.816 -0.905
H: -4.038 -2.309 -1.110
H: -2.334 -1.149 0.332
H: -0.902 -2.473 1.867
H: -1.546 -4.891 2.192
H: -3.077 -5.960 0.776
C: 0.305 -0.143 -1.652
C: 0.754 0.720 -0.646
C: 0.666 0.326 0.697
C: 0.171 -0.959 1.055
C: -0.085 -1.840 0.022
C: -0.083 -1.421 -1.312
H: 0.270 0.239 -2.662
H: 0.955 1.745 -0.920
H: 0.890 1.009 1.502
H: 0.153 -1.236 2.098
H: -0.273 -2.882 0.235
H: -0.547 -2.045 -2.061
C: 1.550 2.492 2.542
C: 0.896 1.955 3.637
C: 1.561 1.847 4.891
C: 2.853 2.302 4.901
C: 3.546 2.864 3.825
C: 2.882 2.852 2.643
H: 1.103 2.448 1.560
H: -0.136 1.639 3.628
H: 1.037 1.405 5.726
H: 3.347 2.125 5.845
H: 4.554 3.232 3.942
H: 3.405 3.185 1.759

Properties
HOMO (eV): -7.5

Löwdin atomic charge list, values in e, 4 entries: 0.060 -0.279 -0.017 -0.095

=====

2.
# C33H52BEuN13OS

C33H52BEuN13OS as an isolated structure in a non-equilibrium geometry (ωB97M-V/def2-TZVPD, the OMol25 dataset).

Geometry (Å):
Eu: -0.043 -0.099 -0.552
C: 1.619 2.799 1.569
C: 1.724 1.987 2.849
C: 3.194 1.772 3.245
C: 0.953 0.686 2.994
C: 0.740 0.089 4.243
C: 0.087 -1.094 3.980
C: -0.412 -2.057 5.028
C: -1.932 -2.018 5.170
C: 0.143 -3.481 4.942
N: -0.092 -1.177 2.635
N: 0.444 -0.067 2.026
B: -0.840 -2.301 1.837
N: -2.166 -1.727 1.221
N: -2.179 -0.565 0.507
C: -3.437 -0.209 0.332
C: -4.290 -1.148 0.936
C: -3.448 -2.096 1.483
C: -3.807 -3.401 2.135
C: -5.168 -3.333 2.817
C: -3.764 -4.521 1.096
C: -3.803 1.073 -0.376
C: -2.611 1.765 -1.044
C: -4.500 2.026 0.596
N: 0.127 -3.005 0.815
N: 0.885 -2.261 -0.042
C: 1.785 -3.053 -0.592
C: 1.631 -4.356 -0.099
C: 0.570 -4.292 0.782
C: -0.044 -5.435 1.541
C: 0.976 -6.100 2.466
C: -0.607 -6.480 0.575
C: 2.802 -2.544 -1.584
C: 2.456 -2.981 -3.008
C: 3.022 -1.032 -1.507
H: 2.149 3.740 1.697
H: 2.822 1.347 0.764
H: 0.595 2.980 1.252
H: 1.289 2.654 3.602
H: 3.672 0.999 2.638
H: 3.777 2.687 3.135
H: 3.267 1.432 4.277
H: 1.034 0.460 5.210
H: 0.000 -1.636 5.951
H: -2.419 -2.347 4.252
H: -2.266 -2.671 5.979
H: -2.277 -1.004 5.380
H: -0.476 -4.135 4.330
H: 1.150 -3.490 4.524
H: 0.194 -3.917 5.942
H: -1.172 -3.125 2.622
H: -5.366 -1.152 0.960
H: -3.055 -3.628 2.890
H: -5.970 -3.213 2.085
H: -5.363 -4.256 3.365
H: -5.230 -2.501 3.520
H: -4.506 -4.343 0.314
H: -2.787 -4.570 0.615
H: -3.969 -5.493 1.550
H: -4.516 0.810 -1.164
H: -1.844 2.003 -0.302
H: -2.187 1.135 -1.828
H: -2.924 2.709 -1.492
H: -3.827 2.292 1.415
H: -4.800 2.947 0.093
H: -5.390 1.576 1.038
H: 2.208 -5.231 -0.354
H: -0.864 -5.041 2.140
H: 1.776 -6.558 1.879
H: 1.435 -5.390 3.151
H: 0.499 -6.887 3.053
H: 0.198 -6.919 -0.019
H: -1.093 -7.287 1.128
H: -1.333 -6.057 -0.118
H: 3.746 -3.025 -1.309
H: 1.469 -2.605 -3.288
H: 3.193 -2.599 -3.717
H: 2.427 -4.068 -3.101
H: 2.186 -0.464 -1.926
H: 3.166 -0.713 -0.472
H: 3.899 -0.736 -2.082
C: 1.588 2.330 -5.679
C: 0.887 1.051 -5.402
N: 0.787 0.042 -6.216
N: 0.073 -0.886 -5.493
C: -0.266 -0.493 -4.261
S: -1.138 -1.323 -3.090
N: 0.272 0.764 -4.210
N: 0.166 1.554 -3.065
H: 1.662 2.450 -6.757
H: 2.583 2.340 -5.236
H: 1.055 3.175 -5.245
H: -0.161 -1.779 -5.893
H: 1.011 2.114 -2.930
H: -0.633 2.170 -3.179
O: 1.291 1.576 -0.405
N: 2.267 2.119 0.377
C: 3.194 2.921 -0.431
C: 4.530 2.910 -0.016
N: 5.596 2.862 0.437
C: 2.698 3.346 -1.667
N: 2.258 3.677 -2.690

Properties
HOMO (spin up / spin down) (eV): -6.3 / -7.4
⟨S²⟩: 15.76
2S+1: 8

Löwdin atomic charge list, values in e, 4 entries: 1.404 -0.057 -0.284 -0.047

=====

3.
# C33H52F2N4OPRh

C33H52F2N4OPRh as an isolated structure in a non-equilibrium geometry (ωB97M-V/def2-TZVPD, the OMol25 dataset).

Geometry (Å):
Rh: 1.682 -1.986 1.364
N: 3.715 -1.006 0.950
C: 4.177 -1.281 -0.421
C: 3.021 -1.013 -1.377
N: 1.806 -1.729 -0.969
C: 1.540 -3.002 -1.656
C: 1.846 -4.196 -0.759
N: 1.086 -4.041 0.493
H: 4.426 -1.244 1.634
H: 3.509 -0.012 1.051
H: 5.028 -0.654 -0.692
H: 4.491 -2.324 -0.480
H: 2.802 0.055 -1.363
H: 3.323 -1.288 -2.389
H: 1.002 -1.089 -1.039
H: 0.485 -3.043 -1.935
H: 2.132 -3.086 -2.568
H: 1.592 -5.120 -1.282
H: 2.908 -4.235 -0.508
H: 0.087 -4.045 0.300
H: 1.275 -4.806 1.134
F: -1.253 1.874 3.721
C: -0.631 0.712 3.866
C: -0.090 0.095 2.749
C: 0.589 -1.101 2.920
C: 0.732 -1.701 4.188
C: 0.138 -1.046 5.262
F: 0.227 -1.558 6.489
C: -0.529 0.159 5.126
C: 1.570 -2.907 4.307
C: 1.593 -3.777 5.394
C: 2.493 -4.831 5.405
C: 3.356 -5.009 4.334
C: 3.251 -4.134 3.269
N: 2.381 -3.124 3.255
H: -0.195 0.547 1.766
H: -0.952 0.652 5.991
H: 0.929 -3.635 6.230
H: 2.528 -5.505 6.250
H: 4.084 -5.807 4.320
H: 3.899 -4.228 2.404
O: -0.036 0.358 -0.495
P: -0.806 1.324 -1.356
C: -2.631 1.342 -0.993
C: -3.269 2.726 -0.835
C: -4.734 2.575 -0.427
C: -4.860 1.930 0.964
C: -3.607 1.141 1.353
C: -3.019 0.391 0.160
C: -0.548 0.808 -3.118
C: -1.050 1.747 -4.219
C: -2.521 1.552 -4.583
C: -2.806 0.097 -4.950
C: -2.436 -0.843 -3.806
C: -0.986 -0.653 -3.348
C: -0.198 3.071 -1.190
C: 1.148 3.354 -1.865
C: 2.393 2.868 -1.105
C: 2.174 2.756 0.408
C: 1.160 3.801 0.864
C: -0.226 3.466 0.308
H: -3.033 0.925 -1.915
H: -3.197 3.284 -1.771
H: -2.762 3.297 -0.055
H: -5.253 1.971 -1.177
H: -5.212 3.554 -0.434
H: -5.733 1.276 0.984
H: -5.039 2.700 1.717
H: -3.850 0.431 2.146
H: -2.856 1.820 1.762
H: -3.778 -0.310 -0.198
H: -2.157 -0.204 0.472
H: 0.551 0.811 -3.138
H: -0.452 1.555 -5.115
H: -0.871 2.789 -3.943
H: -2.760 2.200 -5.427
H: -3.166 1.854 -3.752
H: -2.228 -0.165 -5.841
H: -3.860 -0.024 -5.199
H: -2.565 -1.878 -4.129
H: -3.126 -0.697 -2.973
H: -0.338 -1.070 -4.127
H: -0.823 -1.231 -2.432
H: -0.949 3.653 -1.730
H: 1.206 4.439 -1.978
H: 1.162 2.943 -2.876
H: 3.197 3.579 -1.297
H: 2.720 1.906 -1.509
H: 3.122 2.902 0.932
H: 1.790 1.762 0.673
H: 1.477 4.787 0.518
H: 1.106 3.837 1.953
H: -0.884 4.321 0.457
H: -0.633 2.638 0.900

Properties
HOMO (spin up / spin down) (eV): -14.3 / -14.2
Total charge: +2
⟨S²⟩: 6.01
2S+1: 5

Löwdin atomic charge list, values in e, 4 entries: 1.289 -0.022 -0.201 -0.177

=====

4.
# C33H53BN8P2PbS3

C33H53BN8P2PbS3 as an isolated structure (ωB97M-V/def2-TZVPD, the OMol25 dataset).

Geometry (Å):
Pb: -0.185 -0.033 0.357
C: -5.259 -1.248 -0.505
C: -3.925 -1.077 0.220
C: -4.070 -1.240 1.735
P: -2.911 0.426 -0.180
C: -3.792 1.962 0.354
C: -3.343 2.317 1.778
C: -5.320 1.968 0.286
C: -2.831 0.407 -1.988
C: -3.829 0.977 -2.778
C: -3.909 0.747 -4.139
C: -3.000 -0.145 -4.700
C: -1.979 -0.692 -3.950
C: -1.792 -0.357 -2.587
N: -0.727 -0.789 -1.834
C: 0.319 -1.548 -2.373
C: 0.962 -1.208 -3.573
C: 2.028 -1.945 -4.053
C: 2.497 -3.045 -3.349
C: 1.889 -3.388 -2.152
C: 0.812 -2.662 -1.641
P: -0.109 -3.077 -0.110
C: -1.055 -4.608 -0.601
C: -1.999 -4.223 -1.745
C: -0.251 -5.849 -0.979
C: 1.097 -3.582 1.217
C: 2.382 -4.349 0.910
C: 0.284 -4.272 2.318
H: -5.554 -2.300 -0.480
H: -5.197 -0.948 -1.551
H: -6.050 -0.673 -0.023
H: -3.244 -1.860 -0.130
H: -4.768 -0.509 2.147
H: -3.111 -1.120 2.246
H: -4.455 -2.234 1.972
H: -3.387 2.719 -0.326
H: -3.700 1.573 2.496
H: -3.758 3.285 2.065
H: -2.258 2.388 1.857
H: -5.741 1.320 1.057
H: -5.719 1.647 -0.674
H: -5.682 2.981 0.479
H: -4.571 1.612 -2.311
H: -4.682 1.209 -4.737
H: -3.087 -0.415 -5.746
H: -1.302 -1.392 -4.418
H: 0.623 -0.342 -4.126
H: 2.502 -1.656 -4.984
H: 3.326 -3.630 -3.724
H: 2.263 -4.245 -1.611
H: -1.655 -4.838 0.285
H: -1.432 -4.013 -2.656
H: -2.586 -3.331 -1.516
H: -2.689 -5.042 -1.957
H: 0.451 -5.635 -1.786
H: -0.929 -6.630 -1.335
H: 0.301 -6.256 -0.132
H: 1.407 -2.605 1.604
H: 2.201 -5.298 0.404
H: 2.896 -4.569 1.850
H: 3.058 -3.747 0.304
H: 0.022 -5.296 2.040
H: -0.645 -3.735 2.533
H: 0.868 -4.320 3.241
N: 1.711 -0.476 2.972
N: 3.107 -0.522 2.853
C: 3.686 -0.143 1.689
N: 4.992 0.210 1.816
S: 2.977 -0.194 0.172
H: 1.446 0.486 3.217
H: 1.445 -1.102 3.720
H: 3.625 -0.251 3.682
H: 5.299 0.653 2.668
H: 5.418 0.551 0.971
C: 0.284 3.098 5.471
N: 0.353 3.711 4.164
C: -0.582 4.606 3.666
C: -0.091 5.066 2.503
N: 1.142 4.484 2.287
B: 2.133 4.962 1.200
N: 2.220 3.994 -0.060
C: 3.347 4.086 -0.848
C: 3.194 3.284 -1.922
N: 1.956 2.698 -1.790
C: 1.364 1.748 -2.710
C: 1.369 3.147 -0.654
S: -0.238 2.700 -0.204
C: 1.423 3.657 3.316
S: 2.813 2.698 3.532
H: 0.298 3.861 6.250
H: 1.155 2.459 5.586
H: -0.626 2.505 5.566
H: -1.504 4.812 4.182
H: -0.511 5.760 1.797
H: 3.242 4.989 1.664
H: 1.751 6.042 0.802
H: 4.167 4.718 -0.558
H: 3.850 3.056 -2.743
H: 1.992 1.692 -3.596
H: 0.358 2.065 -2.983
H: 1.304 0.759 -2.258

Properties
HOMO (eV): -6.8

Löwdin atomic charge list, values in e, 4 entries: 0.897 -0.095 -0.530 -0.117

=====

Calculated values (Ha) of DFT total energy for the records, taken in order: -3133.19851; -3209.20825; -2234.03629; -3822.40280.